The following is a DFT calculation (ωB97M-V with the def2-TZVPD basis set) of C24H19AsAuO5 as an isolated structure.

XYZ file:
```
50
C24H19AsAuO5, DFT ωB97M-V with the def2-TZVPD basis set
O -3.33 1.94 -2.49
O 0.03 0.26 -0.92
H -0.98 0.91 3.10
H 2.53 -1.16 -0.92
H 2.67 2.56 4.69
C 2.80 1.74 2.70
H 3.85 2.02 2.56
C -3.59 -1.66 2.63
C -0.04 4.22 -3.10
H -1.49 -1.66 3.11
C 2.13 2.07 3.88
O -0.12 5.36 -2.96
H 1.69 -5.09 2.05
C -4.20 -0.97 0.38
C 2.38 -1.99 -0.22
C 3.12 -4.07 0.77
H -4.96 -0.79 -0.38
C -0.56 3.15 -0.05
C 1.59 1.61 -2.60
C -2.25 2.17 -2.81
C -0.20 1.96 -6.33
H -1.13 0.09 -5.89
C 0.76 1.80 4.02
H -3.89 -2.01 3.62
C 0.92 -3.20 1.32
O 2.55 1.08 -2.24
H 0.74 0.10 -5.92
O -0.88 3.20 1.04
H 3.88 -4.85 0.88
As -0.02 -0.53 0.57
H 0.73 2.53 -6.48
H -5.62 -1.53 1.90
C 0.09 1.12 3.00
C -2.85 -0.76 0.08
C 2.13 1.05 1.69
H -1.14 2.53 -6.45
C 3.35 -2.99 -0.09
C -0.20 0.66 -6.04
Au -0.27 2.25 -2.90
C 1.20 -2.07 0.53
C -2.24 -1.45 2.34
H -0.05 -3.30 1.80
C -4.57 -1.40 1.66
H 0.22 2.15 4.90
C -1.88 -0.97 1.07
H -2.54 -0.43 -0.91
C 0.79 0.71 1.87
C 1.90 -4.20 1.44
H 4.29 -2.93 -0.65
H 2.65 0.78 0.77
```

## Properties
- orbital gap (alpha / beta) (eV) = 7.0 / 2.9
- lowest unoccupied orbital energy (alpha / beta) (eV) = -9.661 / -13.754
- energy above the lowest of the compared OMol25 structures with the same formula, charge and spin (eV) = 0.000
- net charge = +3
- spin multiplicity = 3
- ⟨S²⟩ = 2.040
- HOMO level (alpha / beta) (Eh) = -0.613 / -0.613

***

The following is a DFT calculation (ωB97M-V with the def2-TZVPD basis set) of C21H24N4O10PdS2 as an isolated structure.

XYZ file:
```
62
C21H24N4O10PdS2, DFT ωB97M-V with the def2-TZVPD basis set
C 5.85 1.23 -0.84
O -1.84 1.63 1.18
H 3.81 -2.11 -0.80
N -2.18 6.82 -0.62
S 0.48 -5.86 0.00
O 5.99 -1.21 -2.13
C -0.75 3.62 0.53
H 2.42 -1.11 -1.59
H 4.90 4.04 0.84
O -3.27 7.30 -0.87
C -1.93 2.81 0.77
C -3.22 4.73 0.05
C 3.50 1.66 -1.15
C -3.22 3.44 0.52
C 4.60 0.81 -1.30
C -2.09 5.47 -0.16
O -5.19 3.55 1.43
C 0.73 3.16 0.87
C 3.61 2.82 -0.35
O -1.14 7.46 -0.69
H 3.15 -2.46 -2.47
H 2.46 1.31 -1.44
C -0.84 4.89 0.10
C -4.57 -1.73 0.69
H 0.41 -3.68 0.94
H 2.54 -4.90 -0.73
C -1.03 -1.56 0.25
C -3.94 -3.76 -0.17
C -2.49 -3.55 0.39
C 4.78 3.10 0.22
S 4.65 -0.62 -2.44
C 1.55 -5.03 -1.16
H 1.63 -4.68 1.79
C 5.91 2.38 -0.12
H 0.07 5.45 -0.03
C 0.65 -4.69 1.36
H -0.01 -5.11 2.11
H 1.21 -4.04 -1.27
H -4.58 -1.26 -0.31
H -3.91 -3.44 -1.23
H -5.31 -1.29 1.36
O 1.01 1.94 0.84
O -4.67 1.63 0.66
H -4.15 5.28 -0.01
H -2.41 -4.02 1.40
H -1.69 -4.08 -0.23
H -3.24 -1.81 2.40
O 1.50 4.06 1.24
O -4.88 -3.08 0.61
H 2.67 3.46 -0.30
Pd -0.28 0.20 0.46
H 6.67 0.60 -1.10
H 1.54 -5.63 -2.05
H -2.99 -0.44 1.34
N -4.44 2.81 0.85
C 3.37 -1.70 -1.74
H -4.13 -4.87 -0.10
C -3.24 -1.49 1.33
N 0.07 -1.92 -0.14
H 6.91 2.75 0.17
O 1.22 -7.11 0.37
N -2.24 -2.13 0.48
```

## Properties
- orbital gap (eV) = 6.5
- lowest unoccupied orbital energy (eV) = 4.031
- energy above the lowest of the compared OMol25 structures with the same formula, charge and spin (eV) = 0.461
- net charge = -2
- HOMO level (Eh) = -0.090

***

The following is a DFT calculation (ωB97M-V with the def2-TZVPD basis set) of C34H36AuIPSb2 as an isolated structure.

XYZ file:
```
75
C34H36AuIPSb2, DFT ωB97M-V with the def2-TZVPD basis set
H 1.43 -1.88 4.02
C -0.01 4.35 5.14
H -2.09 -3.62 1.87
C 0.46 3.08 4.87
C -2.53 -1.16 -3.05
C -3.34 -1.08 -4.17
C 1.56 -5.53 0.85
P -1.90 -1.72 -0.43
C 2.65 -4.71 0.80
H -3.18 -4.07 -0.93
C 2.55 -3.48 0.13
H -2.48 3.79 -0.23
C 1.40 1.31 3.39
C -4.40 -1.94 -1.74
C -3.05 -1.59 -1.83
I 1.54 -1.43 -1.70
C 0.94 -1.79 3.05
C 0.02 5.32 4.15
H 2.32 2.72 1.21
H 0.45 2.33 5.65
C -0.99 -0.16 5.01
C -1.64 4.00 0.43
H 1.64 -6.52 1.28
C 0.52 4.99 2.90
H -4.82 -2.27 -0.80
H -3.32 -3.48 3.99
H -0.57 -7.04 0.64
C 0.32 -5.11 0.33
H -0.38 4.59 6.13
C -1.20 -3.40 -0.54
C 0.98 3.71 2.61
H 0.57 5.76 2.13
C 1.35 -3.04 -0.37
C -5.21 -1.84 -2.86
H -5.32 -1.35 -4.95
H -1.91 3.78 1.46
H -2.93 -0.75 -5.11
C -4.50 -0.67 2.51
H -1.36 5.05 0.35
C -0.75 -6.04 0.27
H -3.90 0.05 0.59
Sb -0.28 -0.02 2.99
H -1.64 -1.04 5.08
C 0.95 2.73 3.61
C -2.93 -1.81 1.08
C -2.17 -4.37 -0.64
H 2.08 1.20 2.55
C -4.69 -1.42 -4.07
H -0.12 3.40 -2.73
H -4.87 -1.60 4.41
C -2.76 -2.79 2.04
Sb -0.02 2.75 -0.12
H -2.74 -6.43 -0.38
H 1.69 -1.73 2.27
H -6.26 -2.11 -2.79
H 0.33 -2.68 2.87
Au -0.61 0.24 -0.19
H 1.88 4.37 0.78
C -3.79 -0.74 1.32
H -5.17 0.15 2.69
H 1.90 0.92 4.28
C -3.46 -2.71 3.24
H 1.56 3.13 -2.25
H -0.15 -0.28 5.70
H -1.56 0.72 5.28
C 0.14 -3.79 -0.20
C 0.62 3.59 -1.96
H -1.48 -0.88 -3.12
H 0.77 4.67 -1.85
C 1.51 3.45 1.22
H -0.33 6.33 4.35
C -4.33 -1.66 3.48
H 3.44 -2.90 -0.04
C -1.94 -5.71 -0.29
H 3.60 -5.02 1.20
```

## Properties
- orbital gap (eV) = 7.6
- lowest unoccupied orbital energy (eV) = -2.603
- net charge = +1
- HOMO level (Eh) = -0.375

***

The following is a DFT calculation (ωB97M-V with the def2-TZVPD basis set) of C20H15AlN5O3S6Sb as an isolated structure.

XYZ file:
```
51
C20H15AlN5O3S6Sb, DFT ωB97M-V with the def2-TZVPD basis set
O -1.63 0.18 0.89
N 0.55 -2.35 -0.24
S -2.40 0.19 -1.99
H 5.18 1.23 -0.38
H 4.98 -2.99 0.36
C 5.22 -0.90 -0.05
C 1.05 -1.53 -2.78
H 1.81 -1.28 -2.05
H -1.70 -2.45 -5.34
C 0.30 -2.77 1.03
N -0.52 -2.04 -0.97
S -6.58 0.85 1.00
C -1.02 3.26 2.50
C -1.19 -2.28 -3.27
H 1.59 -0.50 1.18
H 6.24 -1.02 -0.40
H -4.79 3.84 2.36
H -0.84 5.20 3.40
C -2.88 4.65 2.92
Sb -5.83 -0.44 -0.73
H 0.51 -1.67 -6.14
O 1.38 3.48 1.45
Al -2.09 -1.34 0.06
C -0.93 -2.18 -4.63
S 0.64 2.65 2.36
C 4.52 -2.01 0.38
C -1.50 4.46 2.98
C -1.85 2.30 1.95
C 3.19 -1.90 0.82
C -1.04 1.14 1.47
C 2.60 -0.63 0.83
H 2.84 1.44 0.44
C -0.21 -1.94 -2.33
S -1.35 -2.85 1.66
N 2.56 -3.03 1.28
H -3.87 1.72 1.51
C -3.21 2.48 1.90
H -3.31 5.58 3.30
C -3.72 3.68 2.39
N 0.25 1.23 1.66
S -4.08 1.20 -1.74
C 1.30 -1.44 -4.14
C 3.32 0.47 0.40
O 1.20 2.44 3.67
H 2.27 -1.10 -4.48
C 0.31 -1.75 -5.07
N 1.28 -3.17 1.80
C 4.63 0.36 -0.05
H -2.14 -2.66 -2.91
S -4.22 -2.05 0.10
H 3.17 -3.76 1.62
```

## Properties
- orbital gap (alpha / beta) (eV) = 4.8 / 6.4
- lowest unoccupied orbital energy (alpha / beta) (eV) = 3.016 / 4.386
- net charge = -2
- HOMO level (alpha / beta) (Eh) = -0.065 / -0.074

***

The following is a DFT calculation (ωB97M-V with the def2-TZVPD basis set) of one molecule with the formula C18H26N2O5.

XYZ file:
```
51
C18H26N2O5, DFT ωB97M-V with the def2-TZVPD basis set
H -7.02 0.66 -1.70
C 1.08 -0.63 1.08
H 5.75 -1.40 -0.31
O -0.29 -2.35 1.98
C 5.67 -2.60 -2.10
H 5.08 4.25 0.23
C 4.65 3.32 -0.14
H -2.86 -2.20 -0.24
H 3.09 1.95 1.85
C 1.91 -1.29 0.19
H -8.06 -1.23 -0.42
C -4.57 0.48 -0.83
H 6.73 -2.54 -2.30
O -4.58 1.53 -1.44
C -1.40 0.67 0.38
C 2.77 1.04 1.36
H -7.90 -0.31 1.07
H -2.31 1.20 -1.53
H 1.60 -2.21 -0.26
H -0.40 1.01 0.13
H -6.85 1.58 -0.20
O -5.68 -0.11 -0.34
H 6.37 2.12 0.35
H -1.59 -0.44 -1.48
C -3.39 -1.40 0.28
H 4.82 3.25 -1.21
C -2.64 -1.03 1.56
C -0.23 -1.25 1.46
C 1.52 0.54 1.68
H 3.57 3.34 0.03
H -8.98 0.27 -0.21
C 3.60 0.42 0.44
H 5.13 -2.62 -3.05
C -8.04 -0.23 0.00
C -2.16 0.31 -0.91
N -3.45 -0.24 -0.59
N -1.34 -0.49 1.24
H 5.45 -3.53 -1.57
O 4.84 0.89 0.08
H -3.21 -0.28 2.13
H 0.91 1.05 2.41
H -4.40 -1.73 0.51
C -6.90 0.57 -0.62
C 5.23 -1.41 -1.27
C 5.30 2.13 0.57
H -1.94 1.47 0.90
C 3.17 -0.79 -0.15
H 5.17 2.20 1.65
H -2.49 -1.92 2.18
O 3.83 -1.54 -1.07
H 5.45 -0.47 -1.80
```

## Properties
- orbital gap (eV) = 8.9
- lowest unoccupied orbital energy (eV) = 0.717
- energy above the lowest of the compared OMol25 structures with the same formula, charge and spin (eV) = 1.573
- net charge = 0
- HOMO level (Eh) = -0.302

***

The following is a DFT calculation (ωB97M-V with the def2-TZVPD basis set) of C20H28NO2PbS as an isolated structure.

XYZ file:
```
53
C20H28NO2PbS, DFT ωB97M-V with the def2-TZVPD basis set
H -7.62 0.79 0.52
H -4.73 -1.11 3.13
C 4.47 2.78 -1.16
O -4.48 -0.49 1.11
H 5.18 -0.04 -2.86
H 2.56 -0.67 -3.25
H -7.05 -1.23 2.41
H -0.92 0.19 2.33
H 4.26 3.19 1.10
C 3.18 -0.96 -2.37
N 8.52 1.38 -1.05
C 2.15 2.43 -1.52
C 3.75 3.02 0.13
C 2.33 2.87 -0.11
C -6.56 0.84 0.82
H 1.52 3.01 0.63
C -0.98 -0.84 0.42
C -0.55 -0.77 1.92
Pb 3.15 0.49 -0.20
C -5.94 -0.97 -0.82
O 1.01 0.17 0.68
H -6.52 1.16 1.87
H -6.60 -2.56 1.21
H -4.28 -2.42 1.95
H 1.18 2.25 -2.03
C -5.87 -0.50 0.63
H -0.37 1.20 -0.28
H -5.44 -0.23 -1.46
H -5.46 -1.95 -0.94
H -6.07 1.60 0.19
H 5.48 3.14 -1.43
H 1.74 -2.23 -1.10
C -4.85 -1.49 2.11
H 1.49 -1.62 1.70
H 3.72 1.96 -3.16
H 0.30 -0.15 -1.31
C -0.10 0.14 -0.31
S 5.92 1.08 0.08
C 3.47 2.30 -2.13
H -2.02 -0.56 0.24
C 3.86 -1.91 -0.30
H 6.00 -1.38 -0.45
H -0.84 -1.64 2.51
C 4.61 -0.70 -2.20
H -6.99 -1.05 -1.15
C 2.73 -1.76 -1.23
C -6.32 -1.59 1.67
H 1.49 -0.05 2.64
C 5.05 -1.37 -0.98
C 7.37 1.13 -0.87
C 0.95 -0.68 1.91
H -0.74 -1.85 0.03
H 3.86 -2.35 0.72
```

## Properties
- orbital gap (alpha / beta) (eV) = 6.1 / 5.1
- lowest unoccupied orbital energy (alpha / beta) (eV) = -5.693 / -6.236
- energy above the lowest of the compared OMol25 structures with the same formula, charge and spin (eV) = 3.268
- net charge = +1
- HOMO level (alpha / beta) (Eh) = -0.432 / -0.418

***

The following is a DFT calculation (ωB97M-V with the def2-TZVPD basis set) of C5H4GdLiO6 as an isolated structure.

XYZ file:
```
17
C5H4GdLiO6, DFT ωB97M-V with the def2-TZVPD basis set
O -0.03 -3.66 -7.79
C 0.26 1.50 1.32
C 0.57 -0.03 0.92
O 0.29 0.90 3.90
Li -0.73 0.79 5.60
H 0.08 -0.75 1.59
C -0.18 -0.02 -0.34
O 0.05 -2.40 -5.86
C -0.01 -3.05 -6.83
H 0.14 2.29 0.57
O 0.14 -0.52 -1.39
H 1.64 -0.24 0.73
Gd 0.20 -0.95 -3.95
C -0.81 1.27 3.43
O -1.84 1.44 4.11
O -0.91 1.56 2.11
H 1.14 1.87 1.88
```

## Properties
- orbital gap (alpha / beta) (eV) = 4.7 / 9.9
- lowest unoccupied orbital energy (alpha / beta) (eV) = -14.418 / -11.496
- net charge = +3
- spin multiplicity = 9
- ⟨S²⟩ = 21.027
- HOMO level (alpha / beta) (Eh) = -0.704 / -0.786

***

The following is a DFT calculation (ωB97M-V with the def2-TZVPD basis set) of a 9-piece molecular cluster, C15H22Cl6O12 overall.

XYZ file:
```
55
C15H22Cl6O12, DFT ωB97M-V with the def2-TZVPD basis set
O 17.83 -1.95 12.36
H 17.54 -1.27 12.98
O 11.72 4.68 14.26
H 15.82 -3.77 12.67
C 16.03 3.14 15.41
O 15.21 1.36 14.19
C 11.28 2.16 11.58
O 16.97 4.93 16.64
C 13.32 0.23 17.55
H 11.22 2.11 10.50
C 17.63 1.53 14.37
H 18.53 -2.43 12.82
C 15.96 -4.16 11.67
C 12.04 1.07 13.71
O 14.75 0.31 10.98
H 11.48 5.36 13.61
H 12.11 -0.77 12.33
Cl 14.52 -5.06 11.14
O 17.85 0.55 13.71
Cl 14.01 -3.52 15.38
H 11.80 -2.65 12.98
H 12.48 0.32 16.87
O 11.77 -0.14 11.65
Cl 17.37 -5.24 11.57
C 12.08 2.40 14.31
H 16.09 -3.40 10.92
C 14.55 -5.15 15.91
C 16.24 2.00 14.74
Cl 14.67 -0.51 16.74
H 14.27 -5.16 16.96
O 19.46 4.09 16.29
H 14.19 -0.03 10.27
H 15.01 -1.66 14.18
C 17.11 3.94 15.96
H 15.01 3.49 15.52
Cl 12.83 -0.76 18.96
O 10.80 4.46 11.67
H 19.04 4.83 16.78
H 14.53 -0.88 12.94
H 12.31 2.59 15.35
O 12.36 -2.22 12.32
C 18.48 3.40 15.70
C 11.72 3.49 13.64
O 12.36 0.05 14.26
O 15.32 -1.09 13.46
C 11.25 3.47 12.22
H 12.10 -2.61 11.48
H 19.73 1.98 14.80
H 13.61 1.26 17.75
Cl 13.68 -6.43 15.12
H 15.51 0.48 13.84
H 15.63 -5.24 15.86
C 18.72 2.34 14.93
C 11.69 1.06 12.23
H 15.59 -0.17 10.89
```

## Properties
- orbital gap (eV) = 8.0
- lowest unoccupied orbital energy (eV) = -1.404
- net charge = 0
- HOMO level (Eh) = -0.345

***

Question: Which formula does entry 6 have?
Answer: C20H28NO2PbS

***

Question: net charge of number 8 (C15H22Cl6O12)?
Answer: 0

***

Question: Which formula does entry 6 have?
Answer: C20H28NO2PbS